123
Properties=species:S:1:pos:R:3:forces:R:3 method="wB97M-V/def2-TZVPD" homo_lumo_gap_ha=0.1395 charge=-2 homo_energy_ev=-0.473
K 0.022 0.161 -0.014 -0.571 0.163 -0.118
N 0.413 -1.790 4.279 0.046 -0.046 -0.073
C 0.591 -0.983 3.202 -0.094 -0.026 0.040
N -0.204 -0.043 2.845 0.116 0.155 0.134
C -1.366 0.182 3.568 0.033 -0.074 -0.070
N -2.267 1.016 3.189 -0.061 0.024 -0.039
N -1.933 1.685 2.014 -0.019 -0.086 0.049
C -2.932 1.938 1.272 0.060 0.015 0.081
C -2.762 2.616 -0.028 -0.014 -0.100 -0.046
C -3.833 3.299 -0.584 -0.050 -0.019 -0.038
C -3.667 3.913 -1.816 -0.004 0.002 -0.003
C -2.439 3.821 -2.442 -0.014 -0.022 -0.067
C -1.432 3.093 -1.817 0.106 -0.113 -0.031
N -1.581 2.499 -0.641 0.008 0.154 0.128
C -1.594 -0.615 4.792 0.029 -0.008 0.001
C -2.704 -0.434 5.614 -0.006 0.004 0.015
C -2.903 -1.235 6.723 -0.010 0.017 -0.005
C -1.988 -2.242 7.023 0.016 -0.007 -0.014
C -0.881 -2.440 6.222 -0.003 -0.002 0.023
C -0.682 -1.627 5.106 -0.026 0.006 -0.017
H 1.066 -2.549 4.395 -0.018 -0.018 -0.005
H 1.461 -1.204 2.594 0.039 0.003 0.005
H -3.942 1.654 1.577 -0.006 0.013 -0.011
H -4.786 3.319 -0.069 0.003 0.010 0.001
H -4.491 4.431 -2.291 0.004 0.004 0.002
H -2.267 4.248 -3.422 -0.009 -0.011 -0.016
H -0.473 2.935 -2.300 -0.019 0.009 -0.028
H -3.405 0.345 5.346 -0.001 -0.002 0.002
H -3.772 -1.087 7.352 0.000 0.002 -0.002
H -2.143 -2.877 7.886 0.002 -0.001 -0.002
H -0.165 -3.223 6.444 -0.003 0.000 0.002
C 7.750 -0.083 1.229 -0.005 -0.001 0.002
C 6.272 -0.351 1.122 0.015 -0.018 0.014
C 5.708 -1.538 1.530 0.005 0.019 -0.011
C 4.325 -1.777 1.462 -0.027 0.000 0.005
C 3.800 -3.022 2.034 -0.041 0.011 -0.023
O 2.782 -3.099 2.715 0.005 0.035 0.035
C 4.554 -4.303 1.772 0.034 -0.005 -0.033
C 4.470 -5.340 2.696 -0.012 0.001 0.006
C 5.095 -6.552 2.450 0.008 -0.009 -0.001
C 5.793 -6.743 1.263 -0.006 0.010 0.003
C 5.867 -5.719 0.331 0.005 -0.003 -0.001
C 5.256 -4.499 0.587 0.002 -0.004 0.012
C 3.435 -0.813 0.876 0.016 -0.114 -0.028
O 2.206 -1.035 0.683 0.132 0.027 0.105
C 4.050 0.432 0.478 0.031 0.001 0.034
C 5.402 0.625 0.602 -0.016 0.040 0.002
C 3.190 1.532 -0.075 0.031 -0.024 0.026
N 2.384 2.228 0.623 0.094 0.004 0.029
C 2.250 2.003 2.045 0.085 -0.077 0.009
C 2.999 3.058 2.852 -0.016 -0.030 0.012
Te 2.745 5.097 2.245 -0.019 -0.020 -0.007
C 4.136 5.076 0.659 0.019 -0.044 0.051
C 3.824 5.718 -0.533 -0.038 -0.010 -0.032
C 4.723 5.710 -1.592 -0.046 -0.032 -0.016
C 5.930 5.041 -1.478 0.017 -0.022 0.011
C 6.246 4.398 -0.288 0.007 0.011 -0.011
C 5.362 4.430 0.780 -0.015 0.007 -0.004
C 3.310 1.861 -1.525 0.021 0.012 -0.019
C 2.533 2.888 -2.061 0.018 0.049 0.024
C 2.606 3.200 -3.405 0.017 0.031 0.011
C 3.456 2.488 -4.240 0.014 -0.022 -0.005
C 4.224 1.458 -3.721 -0.015 0.016 -0.022
C 4.148 1.142 -2.372 -0.019 -0.023 0.018
H 8.274 -0.953 1.630 -0.001 0.000 -0.001
H 7.964 0.764 1.888 0.002 0.001 0.001
H 8.190 0.148 0.255 -0.001 0.001 -0.001
H 6.348 -2.310 1.949 0.003 0.014 0.006
H 3.900 -5.179 3.602 -0.002 0.001 -0.002
H 5.035 -7.352 3.177 -0.005 0.002 0.002
H 6.272 -7.694 1.063 0.001 0.000 -0.001
H 6.394 -5.870 -0.603 0.000 0.001 0.000
H 5.301 -3.695 -0.136 -0.001 -0.014 -0.006
H 5.817 1.573 0.267 0.002 0.003 -0.006
H 2.651 1.031 2.361 -0.064 -0.008 0.015
H 1.188 2.008 2.294 -0.020 0.100 -0.042
H 4.072 2.868 2.836 0.000 0.010 -0.034
H 2.679 3.032 3.895 0.015 0.007 0.000
H 2.858 6.193 -0.654 0.001 -0.003 -0.002
H 4.452 6.186 -2.526 0.001 0.008 -0.004
H 6.611 4.998 -2.319 0.004 0.002 0.002
H 7.185 3.866 -0.191 -0.001 0.000 0.000
H 5.628 3.933 1.706 0.003 -0.001 -0.009
H 1.851 3.410 -1.402 0.006 0.009 0.004
H 1.967 3.972 -3.815 0.001 -0.001 0.004
H 3.486 2.711 -5.299 0.004 -0.001 0.001
H 4.863 0.874 -4.373 -0.001 0.000 0.000
H 4.727 0.316 -1.980 -0.001 0.004 0.000
S -2.614 3.267 -7.028 -0.015 0.036 -0.104
C -2.222 2.181 -5.806 -0.006 -0.007 0.207
S -3.357 1.252 -4.927 0.095 0.036 0.001
C -2.290 0.442 -3.776 -0.100 0.107 -0.098
C -0.970 0.748 -3.942 0.018 0.091 0.022
S 0.427 0.254 -3.031 0.127 -0.115 -0.225
S -0.637 1.903 -5.229 -0.053 -0.060 0.002
S -3.076 -0.573 -2.620 -0.054 0.379 0.096
C 0.357 -5.220 1.677 0.013 -0.022 0.001
N -0.590 -4.127 1.710 -0.001 -0.014 0.014
C -1.814 -4.096 2.335 0.008 0.021 0.000
C -2.364 -2.889 2.003 -0.014 -0.045 -0.006
N -1.516 -2.190 1.184 0.036 0.015 0.081
C -0.468 -2.963 1.032 0.010 0.019 -0.078
H 0.318 -5.765 2.621 -0.011 0.006 0.003
H 1.361 -4.816 1.559 -0.023 -0.006 -0.018
H 0.136 -5.901 0.854 0.008 0.008 -0.016
H -2.165 -4.913 2.942 -0.003 0.003 0.003
H -3.317 -2.486 2.306 0.001 0.009 -0.005
H 0.412 -2.738 0.451 0.008 0.000 0.007
C 2.355 -3.831 -1.485 0.010 -0.001 -0.008
C 1.271 -3.565 -2.511 -0.018 0.011 0.033
O 0.008 -3.832 -1.934 0.141 -0.060 0.042
C -1.052 -3.370 -2.779 0.123 -0.110 -0.063
C -2.372 -3.654 -2.110 0.029 -0.140 0.037
H 3.338 -3.751 -1.956 0.006 0.005 0.002
H 2.257 -4.837 -1.067 -0.002 -0.002 -0.003
H 2.313 -3.098 -0.676 -0.007 -0.005 0.003
H 1.414 -4.211 -3.393 0.000 0.010 -0.017
H 1.313 -2.523 -2.850 -0.008 -0.008 -0.017
H -0.988 -3.903 -3.741 0.012 -0.004 -0.013
H -0.909 -2.303 -2.975 -0.171 -0.030 0.064
H -2.515 -4.732 -1.986 0.007 -0.040 0.028
H -3.181 -3.234 -2.707 0.052 -0.088 0.002
H -2.412 -3.169 -1.135 0.002 0.003 -0.005

62
Properties=species:S:1:pos:R:3:forces:R:3 method="wB97M-V/def2-TZVPD" spin_multiplicity=6 homo_lumo_gap_ha="0.1365 / 0.1403" s_squared=8.75 homo_energy_ev="-5.646 / -5.748"
Mn -4.333 -0.973 0.415 -0.194 0.163 -0.661
O -4.262 0.774 1.427 0.306 0.171 0.895
N -4.730 1.997 1.313 -0.191 0.055 -0.391
C -4.619 2.807 2.384 -0.119 0.049 0.008
C -5.076 4.097 2.357 0.084 -0.050 0.192
C -5.670 4.568 1.183 -0.078 -0.011 -0.222
C -5.765 3.743 0.093 0.007 0.146 0.198
C -5.279 2.415 0.111 0.247 -0.309 -0.067
S -5.287 1.351 -1.196 -0.032 0.134 0.120
H -4.161 2.334 3.239 -0.001 0.010 -0.002
H -4.982 4.715 3.238 0.013 -0.017 0.007
H -6.051 5.580 1.133 -0.001 -0.001 -0.004
H -6.211 4.078 -0.831 -0.001 -0.007 -0.006
F 1.369 2.803 -0.625 0.027 -0.037 -0.003
C 1.361 1.460 -0.429 -0.071 0.127 0.033
C 0.169 0.810 -0.274 0.011 -0.099 -0.003
C 0.147 -0.558 -0.011 0.177 0.113 -0.081
C -1.183 -1.191 0.139 -0.128 -0.002 0.036
O -2.182 -0.518 -0.091 0.076 0.035 -0.034
C -1.149 -2.566 0.548 0.114 -0.082 0.068
C 0.047 -3.188 0.624 -0.033 0.095 -0.071
N 1.281 -2.633 0.392 0.008 0.010 0.022
C 2.396 -3.550 0.519 0.067 -0.006 -0.006
C 3.722 -3.245 1.144 -0.023 -0.016 0.018
C 3.625 -3.569 -0.335 -0.027 0.017 -0.030
C 1.351 -1.279 0.097 -0.150 -0.115 0.046
C 2.550 -0.589 -0.116 0.061 0.133 -0.072
C 2.568 0.772 -0.374 0.064 -0.140 0.007
N 3.844 1.389 -0.569 -0.080 0.045 -0.008
C 3.947 2.580 -1.400 0.035 -0.050 -0.021
C 5.445 2.806 -1.693 -0.095 0.046 0.015
N 6.150 1.508 -1.434 0.034 -0.016 -0.047
C 6.169 1.202 0.038 -0.071 -0.010 0.096
C 4.745 1.463 0.568 0.015 0.044 0.000
C -2.373 -3.416 0.904 -0.285 -0.160 -0.105
O -2.168 -4.626 1.019 0.082 0.050 0.085
O -3.463 -2.801 1.057 0.168 0.198 0.091
H -0.779 1.332 -0.334 -0.001 0.015 -0.011
H 0.023 -4.240 0.881 0.020 0.000 0.009
H 2.007 -4.528 0.754 -0.002 0.003 0.009
H 4.134 -3.993 1.806 -0.007 -0.001 0.002
H 3.932 -2.230 1.445 0.008 0.012 0.007
H 3.970 -4.538 -0.668 -0.004 -0.002 -0.005
H 3.771 -2.780 -1.058 -0.002 -0.011 0.013
H 3.504 -1.088 -0.108 -0.016 -0.023 0.000
H 3.546 3.483 -0.935 0.001 0.003 0.029
H 3.393 2.408 -2.322 0.009 0.008 -0.008
H 5.890 3.540 -1.024 0.025 -0.011 -0.006
H 5.629 3.110 -2.720 0.003 -0.027 -0.007
H 7.089 1.496 -1.827 -0.003 0.005 0.005
H 5.587 0.775 -1.875 0.028 -0.006 -0.004
H 6.919 1.840 0.501 0.010 0.002 -0.018
H 6.465 0.159 0.143 0.001 0.000 -0.012
H 4.695 2.439 1.067 -0.013 0.003 -0.005
H 4.477 0.707 1.301 0.023 -0.009 -0.002
C -7.027 -3.019 -1.709 -0.085 0.049 0.057
C -6.062 -2.164 -0.926 0.025 0.137 0.081
O -5.059 -1.683 -1.519 0.153 -0.484 -0.134
O -6.268 -1.930 0.299 -0.178 -0.166 -0.066
H -6.470 -3.734 -2.312 -0.002 -0.006 -0.009
H -7.590 -2.375 -2.386 -0.007 -0.010 -0.009
H -7.715 -3.534 -1.042 -0.001 0.005 -0.016

Record order is preserved below.
Energy above the lowest of the compared OMol25 structures with the same formula, charge and spin: 3.7 10.8 kcal/mol